Computed, not measured: a cluster of 2 separate species, C7H7N3O3 in total, with ωB97M-V/def2-TZVPD.

XYZ file:
```
20
Properties=species:S:1:pos:R:3:forces:R:3:nbo_charge:R:1
C -0.55115 -2.57894 -1.10061 3.788 1.837 -1.817 -0.230
O 0.10882 -2.49320 0.13684 0.517 -0.326 0.932 -0.493
C 0.22284 -1.44539 0.93567 -0.148 0.317 1.161 0.777
O 0.85417 -1.52781 1.96373 -0.225 -0.718 -0.321 -0.576
C -0.39489 -0.10647 0.64624 -0.693 0.124 -1.158 0.066
C 0.15648 0.95174 1.34919 0.172 1.206 -0.265 -0.198
C -0.25165 2.27294 1.14628 -1.552 -2.790 -1.325 -0.164
C -1.27463 2.46874 0.18108 1.990 -3.663 0.969 -0.236
C -1.72995 1.34909 -0.53026 1.048 -1.519 1.610 0.021
N -1.32994 0.03377 -0.29516 -0.055 2.481 0.233 -0.415
H -0.49421 -3.59043 -1.33476 -0.421 -1.730 -0.479 0.193
H 0.08202 -2.02377 -1.91709 -1.087 -0.849 1.362 0.163
H -1.46245 -2.13066 -1.08068 -2.720 0.793 -0.004 0.208
H 1.02031 0.69886 1.92009 0.132 0.115 0.782 0.248
H 0.15182 3.02105 1.74981 0.573 1.341 0.568 0.218
H -1.57450 3.41742 0.01779 -1.342 2.822 -0.867 0.214
H -2.47731 1.39574 -1.26966 -0.769 0.427 -0.822 0.198
N 2.26759 -0.27896 -0.06410 -0.503 -0.125 0.854 -0.105
N 2.96449 0.12611 -0.82005 -0.627 -1.004 0.654 0.445
O 3.71214 0.44018 -1.63433 1.921 1.260 -2.068 -0.334
```
Positions in Å, forces in eV/Å.

E_tot	-17982.099	eV
structure (SMILES)	COC(=O)c1ccccn1.N#[N+][O-]
relative energy (zero: lowest compared OMol25 entry of this formula, charge and spin)	216.9	kJ/mol
LUMO	0.216	eV

***

Computed, not measured: a cluster of 2 separate species, C7H7N3S in total, with ωB97M-V/def2-TZVPD.

XYZ file:
```
18
Properties=species:S:1:pos:R:3:forces:R:3:nbo_charge:R:1
N 4.41755 -0.22466 -0.77406 0.061 -0.457 -0.239 -0.221
C 3.42713 0.03374 -0.25551 0.421 1.545 0.207 0.218
C 2.31400 0.48450 0.47868 -1.719 -3.047 0.308 0.114
N 1.57458 1.31704 1.03379 -0.226 0.656 0.089 -0.170
C 1.11354 -0.14538 1.11610 1.075 -0.627 2.695 -0.123
C -0.06287 -0.75718 0.49392 0.998 1.268 -0.016 -0.251
C -0.46652 -0.51767 -0.75354 0.500 -0.774 -3.073 -0.252
C -1.52837 -1.39424 -1.14076 -0.717 1.477 -0.841 -0.247
C -1.94936 -2.18004 -0.14340 0.749 -0.409 0.853 -0.404
S -0.99650 -1.94334 1.29081 -0.418 -0.233 -0.310 0.443
H 1.18123 -0.61944 2.16412 0.705 1.121 -1.420 0.186
H 0.17525 -0.05939 -1.56323 -0.976 0.135 1.362 0.231
H -2.09647 -1.27507 -2.07145 0.574 -0.438 0.181 0.225
H -2.60125 -3.00652 -0.24723 -0.822 -0.398 0.287 0.237
N -0.89480 2.44349 0.11490 -0.238 0.373 -0.845 -1.072
H -0.72733 3.40685 -0.21550 -0.292 -0.744 0.408 0.363
H -1.52858 1.97944 -0.54599 0.313 0.370 0.389 0.360
H -1.35122 2.45786 1.01836 0.013 0.182 -0.036 0.363
```
Positions in Å, forces in eV/Å.

E_tot	-22674.314	eV
structure (SMILES)	N#CC1=N[C@H]1c1cccs1.N
relative energy (zero: lowest compared OMol25 entry of this formula, charge and spin)	443.1	kJ/mol
LUMO	-0.167	eV

***

Computed, not measured: the molecule C7H7NO2, with ωB97M-V/def2-TZVPD.

XYZ file:
```
17
Properties=species:S:1:pos:R:3:forces:R:3:nbo_charge:R:1
C 0.55993 -2.08681 -1.22229 0.011 -0.068 -0.016 -0.377
C 0.96045 -1.21785 -0.31257 -0.191 0.019 0.106 -0.199
C 0.26450 0.04539 0.02979 2.557 1.721 0.350 -0.019
C 1.61536 1.29404 0.09979 -2.279 -2.164 -0.225 0.467
O 2.74114 0.99386 0.26925 0.326 0.116 0.068 -0.489
C -0.27044 0.18320 1.41008 -0.408 0.044 -0.165 -0.146
C -1.49494 0.71138 1.36261 0.233 -0.104 0.282 -0.297
C -1.88131 0.91836 -0.04929 -0.269 0.105 -0.234 0.630
O -2.91105 1.34596 -0.51522 -0.163 0.086 0.055 -0.590
N -0.79009 0.50875 -0.77645 0.304 -0.119 -0.371 -0.622
H 1.12004 -2.98392 -1.41762 0.152 -0.158 -0.033 0.208
H -0.34489 -1.95237 -1.78919 -0.223 0.090 -0.114 0.195
H 1.86364 -1.38181 0.25810 0.124 -0.069 0.009 0.223
H 1.19555 2.29757 -0.02315 -0.051 0.446 -0.047 0.127
H 0.30000 -0.09773 2.27617 0.084 -0.071 0.167 0.231
H -2.14841 0.94159 2.18168 -0.118 0.080 0.142 0.236
H -0.77946 0.48040 -1.78169 -0.088 0.048 0.025 0.420
```
Positions in Å, forces in eV/Å.

E_tot	-12955.963	eV
structure (SMILES)	C=C[C@]1(C=O)C=CC(=O)N1
relative energy (zero: lowest compared OMol25 entry of this formula, charge and spin)	157.6	kJ/mol
LUMO	0.276	eV

***

Computed, not measured: a cluster of 2 separate species, C7H7NO2 in total, with ωB97M-V/def2-TZVPD.

XYZ file:
```
17
Properties=species:S:1:pos:R:3:forces:R:3:nbo_charge:R:1
C 1.55545 -2.86879 0.09728 -0.123 -0.848 0.325 -0.164
C 1.70649 -1.70499 -0.12744 0.401 2.136 -0.834 -0.170
C 1.66184 -0.25611 -0.36360 -0.652 -1.884 0.757 0.205
C -1.29089 0.29989 0.88532 0.977 1.048 -1.608 -0.473
C -0.86409 1.69439 0.41385 0.539 1.916 1.216 -0.505
C -1.58741 -0.45830 -0.35971 -1.678 -1.146 -0.078 0.171
C 0.39097 2.13417 0.43063 -1.058 -0.106 0.007 0.715
N -2.07210 0.15813 -1.34505 1.110 1.094 0.293 -0.639
O 2.83338 0.26138 -0.51822 0.042 -0.377 0.193 -0.598
O 1.44748 2.65507 0.40080 -0.381 -0.543 -0.163 -0.545
H 1.47051 -3.89746 0.33873 -0.047 -0.157 -0.033 0.239
H -0.45923 -0.19662 1.35449 0.193 -0.076 0.533 0.231
H -2.16321 0.27761 1.50439 -0.428 0.250 0.651 0.236
H -1.55355 2.57658 0.21408 0.682 -1.525 0.169 0.279
H -1.59040 -1.56267 -0.23772 0.600 0.313 -0.516 0.151
H -2.10236 -0.30824 -2.21898 -0.669 -1.195 -0.623 0.347
H 2.61710 1.19596 -0.46884 0.493 1.100 -0.290 0.519
```
Positions in Å, forces in eV/Å.

E_tot	-12950.931	eV
relative energy (zero: lowest compared OMol25 entry of this formula, charge and spin)	643.1	kJ/mol
LUMO	-0.345	eV